[1]
19
Properties=species:S:1:pos:R:3:forces:R:3:lowdin_charge:R:1 method="wB97M-V/def2-TZVPD" homo_energy_ev=-10.48 orbital_gap_ev=10.87 total_charge=0 spin_multiplicity=1
O -0.2431 0.1321 -2.7606 -0.2 -1.1 -0.4 -0.10
O -0.3259 -1.1333 1.4931 -0.2 -0.7 -1.2 -0.02
O 0.9277 2.0464 1.8544 -1.7 1.5 -0.8 -0.03
O -1.5676 2.1452 0.0948 -3.9 -1.2 1.4 0.00
O 2.5694 -1.8354 0.5929 -2.0 0.6 1.7 -0.11
N -0.9372 -0.6390 -0.6862 -1.5 -1.2 -0.2 0.01
C 0.2317 -0.2209 -1.4240 2.0 1.8 -0.8 -0.24
C -1.1478 -1.1424 0.5839 -2.0 2.2 0.8 -0.33
H -1.7471 -0.5442 -1.3257 0.5 -0.3 1.1 0.14
H 1.1441 -0.9104 -1.3932 -1.6 0.5 -0.2 0.13
H 0.4203 1.2533 1.7210 0.1 -0.8 0.1 0.00
H -2.3632 -1.2589 0.8626 3.1 -0.2 -1.1 0.19
H 0.6703 0.8272 -1.0768 -1.0 -2.1 -0.4 0.16
H -1.2755 1.7978 -0.7021 1.8 0.0 -1.7 -0.02
H 1.5621 -1.8198 0.6007 1.6 -0.1 -0.2 0.02
H -1.1275 2.7251 0.6567 2.1 1.4 0.4 0.00
H 2.6705 -1.5491 1.5425 0.4 -0.4 -1.4 0.06
H 1.7777 1.8680 2.1808 1.5 -0.8 0.6 0.01
H -0.5583 -0.5759 -3.4194 1.1 0.9 2.1 0.13

***

[2]
17
Properties=species:S:1:pos:R:3:forces:R:3:mulliken_spin:R:1 method="wB97M-V/def2-TZVPD" homo_energy_ev="-10.26 / -9.87" orbital_gap_ev="10.69 / 7.10" total_charge=0 spin_multiplicity=2
S 0.4871 0.0906 1.3320 -0.1 0.4 -0.4 0.98
O 0.7409 -1.5500 -1.9793 0.1 0.2 0.1 0.00
O -0.4567 -2.9092 1.1954 0.0 0.2 0.1 0.03
O 2.5874 0.9587 -1.0319 0.0 0.2 0.6 0.00
C -1.9336 1.1048 0.4449 0.3 -0.1 -0.7 0.00
C -0.4430 1.1314 0.1334 -0.4 -1.0 1.1 -0.03
H -2.1345 1.4125 1.4596 -0.1 0.1 0.2 0.00
H 1.5829 -1.0796 -1.9303 0.0 0.0 -0.2 0.00
H -0.9849 -2.1088 1.2990 -0.1 -0.1 0.0 -0.01
H 0.2600 -2.7760 1.8270 0.0 -0.2 -0.1 0.00
H -0.0169 2.1211 0.2419 0.2 0.2 -0.3 0.04
H 2.0807 0.5205 -0.3245 0.2 0.0 -0.2 0.00
H 3.0505 1.6410 -0.5221 0.0 -0.1 -0.4 0.00
H 0.2132 -1.1261 -1.2952 0.0 -0.3 0.0 -0.01
H -2.3230 0.1049 0.2677 -0.1 -0.1 0.2 0.00
H -2.4512 1.7423 -0.2632 -0.2 0.3 0.0 0.00
H -0.2590 0.7219 -0.8544 0.3 0.4 -0.2 0.01

***

[3]
17
Properties=species:S:1:pos:R:3:forces:R:3:lowdin_charge:R:1 method="wB97M-V/def2-TZVPD" homo_energy_ev=-4.53 orbital_gap_ev=8.62 total_charge=-1 spin_multiplicity=1
O -2.0182 1.3596 -1.8233 -0.1 0.0 -0.3 -0.14
O -0.1602 -0.0277 -0.6630 0.4 0.2 0.5 -0.35
O 1.5598 1.5242 1.0345 -0.5 0.4 0.2 -0.11
O 2.2169 0.1663 -1.5415 -0.3 -0.4 0.4 -0.16
C -0.7674 -0.8816 0.2259 -0.1 -0.3 0.3 -0.43
C -0.2319 -0.9063 1.6865 -1.0 0.6 0.1 -0.12
H -0.9208 -1.3947 2.3933 0.0 -0.6 -0.5 0.05
H -0.2758 0.1044 2.0915 0.8 0.2 -0.1 0.05
H -2.6155 0.6237 -1.9833 -0.1 0.1 0.0 0.00
H 0.7919 1.2159 0.4969 0.5 0.0 -0.1 0.01
H 2.1212 0.5162 -2.4218 -0.1 0.2 -0.4 -0.01
H 2.0216 0.7076 1.2299 0.1 -0.1 -0.2 0.01
H -1.8320 -0.5922 0.2856 -0.2 -0.4 0.1 0.09
H 0.7348 -1.3978 1.7547 0.3 0.3 0.1 0.06
H -0.6808 -1.9456 -0.0792 -0.4 0.1 -0.3 0.09
H 1.2509 0.0472 -1.1886 0.7 -0.1 -0.2 -0.02
H -1.1945 0.8809 -1.4982 -0.1 0.0 0.4 -0.02

***

[4]
17
Properties=species:S:1:pos:R:3:forces:R:3:mulliken_spin:R:1 method="wB97M-V/def2-TZVPD" homo_energy_ev="-11.37 / -11.35" orbital_gap_ev="11.72 / 7.75" total_charge=0 spin_multiplicity=2
O -0.0855 1.6939 2.5515 -0.3 -0.5 -0.1 0.00
O 0.2199 0.3589 0.1708 -0.5 -0.1 1.7 0.83
O 2.5448 -0.2669 -0.7611 -2.9 -0.7 -1.0 0.07
O -0.6400 2.4078 -1.6070 0.8 -1.0 0.8 0.01
C -0.4012 -0.7998 0.6385 0.1 -1.3 -2.2 -0.02
C -0.6189 -1.6379 -0.6743 -2.4 0.0 0.9 0.00
H -1.3950 -0.5689 1.0437 0.1 0.5 0.2 0.07
H 0.1215 -1.3672 1.4669 -0.1 0.9 -0.7 0.05
H -1.6412 -2.1221 -0.6628 1.1 0.1 0.2 0.00
H 1.7071 -0.3371 -0.2206 1.8 0.3 0.2 -0.01
H 0.1968 1.4452 1.6575 0.2 0.3 0.2 0.00
H -0.7458 -0.8899 -1.4864 0.7 -0.7 0.3 0.00
H 0.1190 -2.4151 -0.8139 0.3 0.1 -0.4 0.00
H -0.6900 0.9630 2.7515 0.1 0.4 0.3 0.00
H 1.9854 -0.4122 -1.5815 1.7 0.3 0.4 0.00
H 0.2622 2.4023 -1.2193 -0.6 0.4 -0.5 0.00
H -0.9392 1.5459 -1.2537 -0.1 0.7 -0.5 0.00

***

[5]
26
Properties=species:S:1:pos:R:3:forces:R:3:lowdin_charge:R:1 method="wB97M-V/def2-TZVPD" homo_energy_ev=-9.16 orbital_gap_ev=7.62 total_charge=0 spin_multiplicity=1
P 1.3319 -0.5117 2.0494 0.0 0.1 0.0 0.41
P 1.5533 -1.1393 -1.1349 -0.2 -0.3 -0.1 0.45
O 1.2087 -0.4831 -2.5752 0.1 0.0 0.0 -0.16
O 0.5588 2.5220 -0.4368 -0.1 0.0 -0.3 0.18
O 1.3877 0.8481 2.8908 0.1 -0.1 0.0 -0.12
O 2.5421 -1.3227 2.2022 0.0 0.0 0.0 -0.27
O 0.5664 -2.4289 -1.1508 -0.2 0.2 0.2 -0.16
O -0.0183 -1.1812 2.6206 0.0 0.0 -0.2 -0.13
N -1.5150 1.3100 -0.3127 0.1 -0.4 0.2 -0.13
N 3.0624 -1.3806 -1.0385 0.1 0.5 -0.1 -0.11
C -2.2212 0.7641 0.8458 0.0 -0.1 0.0 -0.08
C -1.9761 0.6831 -1.5461 -0.1 0.2 -0.1 -0.08
B -0.0574 1.3345 -0.1757 0.2 0.3 0.0 -0.59
B 0.8533 -0.0354 0.2473 -0.2 0.0 0.0 -0.13
H 0.2680 -0.3267 -2.7181 0.0 0.0 0.0 0.05
H 0.3731 -2.7742 -2.0304 0.1 -0.1 0.0 0.08
H 3.4809 -1.2337 -0.1274 0.0 -0.3 0.0 -0.01
H 1.5197 2.4853 -0.4804 0.1 0.0 0.1 0.11
H -2.1529 -0.3301 0.9281 0.0 0.0 0.0 0.09
H -3.0679 0.6619 -1.5568 0.0 0.0 0.0 0.09
H -3.2785 1.0323 0.7806 0.0 0.0 0.0 0.09
H -1.6571 1.2664 -2.4135 0.1 -0.1 0.0 0.10
H 0.7688 1.5310 2.6122 -0.1 0.0 0.0 0.07
H -0.0544 -2.1229 2.4082 0.0 -0.1 0.1 0.09
H -1.6421 -0.3640 -1.6586 0.0 0.0 0.0 0.08
H -1.8341 1.1960 1.7707 0.0 0.0 0.0 0.09

***

[6]
21
Properties=species:S:1:pos:R:3:forces:R:3:mulliken_spin:R:1 method="wB97M-V/def2-TZVPD" homo_energy_ev="-11.57 / -11.64" orbital_gap_ev="8.06 / 8.11" total_charge=+1 spin_multiplicity=6
Br -14.0140 4.8830 25.6510 -0.6 0.1 0.2 0.07
Mn -16.3411 4.6792 26.6495 1.4 0.3 -0.2 4.81
O -17.2491 6.0194 25.2664 -0.5 0.9 -0.4 0.01
O -15.5918 3.7746 28.4218 0.1 -0.6 1.0 0.02
O -18.2409 4.8141 27.8954 0.1 0.5 -0.1 0.02
O -16.1186 6.4724 28.0065 -1.0 0.3 0.2 0.01
O -17.2147 3.0277 25.7069 -0.7 -1.1 -0.1 0.03
C -18.4943 6.0251 28.6511 -0.4 -0.5 -0.6 0.00
C -17.4013 7.0589 28.3751 0.5 -0.1 0.7 0.00
H -15.6390 2.8946 28.8202 0.1 0.1 -0.2 0.00
H -19.4229 6.4686 28.2780 0.0 0.0 0.2 0.00
H -18.6692 5.7327 29.6867 0.5 0.3 0.1 0.00
H -17.5349 2.8101 24.8191 0.3 0.2 0.1 0.00
H -17.4008 2.2420 26.2423 0.1 0.1 -0.2 0.00
H -18.9263 4.1653 28.0807 0.0 0.1 0.0 0.00
H -16.8067 6.8822 25.2504 0.1 -0.3 -0.2 0.00
H -17.7303 7.7350 27.5886 0.0 0.0 -0.1 0.00
H -17.2283 7.6183 29.2964 -0.2 0.2 -0.1 0.00
H -15.5467 7.2245 27.7962 0.3 -0.4 -0.1 0.00
H -18.0347 6.1228 24.7104 0.1 -0.2 0.1 0.01
H -15.1895 4.3429 29.0956 0.0 0.0 -0.3 0.00

***

[7]
18
Properties=species:S:1:pos:R:3:forces:R:3:lowdin_charge:R:1 method="wB97M-V/def2-TZVPD" homo_energy_ev=-8.97 orbital_gap_ev=9.83 total_charge=0 spin_multiplicity=1
O 0.5682 5.9298 1.6677 0.1 -0.1 0.3 -0.06
O -0.2282 -4.4999 -0.0233 -0.2 -0.5 0.1 -0.08
N -0.7004 0.8747 0.2426 0.4 0.7 0.0 0.00
N -0.3016 -1.4954 -0.4840 0.1 0.6 1.6 -0.14
C -0.3128 -0.4825 0.5668 0.6 -0.2 0.9 -0.35
C 0.5055 -1.1326 -1.6483 -1.7 0.2 0.1 -0.11
H -1.0124 -4.6545 0.5250 0.4 0.2 -0.2 0.03
H -1.2855 -1.6760 -0.5995 0.0 -0.4 -1.2 0.10
H 0.0727 -3.6004 0.1553 -0.3 0.3 -0.1 -0.01
H 0.6793 -0.4728 1.0403 0.0 0.4 -0.4 0.11
H 1.2751 6.0862 2.3034 -0.1 -0.1 0.1 0.03
H 1.4967 -0.8620 -1.3152 0.4 -0.3 0.0 0.08
H 0.0937 -0.2394 -2.1384 0.2 -0.1 -0.2 0.06
H 0.4632 -1.9800 -2.3261 0.5 0.1 -0.2 0.08
H 0.0755 1.5258 0.2721 -0.3 -0.1 -0.3 0.06
H -1.3006 1.0569 -0.5548 0.2 -0.4 0.2 0.07
H -0.9311 -0.8163 1.4108 -0.3 -0.4 -0.5 0.10
H 0.8425 6.4383 0.9057 0.0 0.1 -0.3 0.02

***

[8]
18
Properties=species:S:1:pos:R:3:forces:R:3:lowdin_charge:R:1 method="wB97M-V/def2-TZVPD" homo_energy_ev=-9.66 orbital_gap_ev=10.55 total_charge=0 spin_multiplicity=1
O 3.9643 3.6741 -4.1753 0.5 -0.2 -0.1 -0.06
O -1.0521 -1.2862 6.3720 0.4 -0.1 -0.1 -0.06
N -0.0053 0.4487 -1.3264 -1.7 -0.8 0.1 -0.01
N -0.1319 -1.3792 0.8738 -0.6 1.2 -1.8 -0.03
C -1.4060 -0.0284 -0.9393 1.1 0.1 -0.2 -0.25
C -1.3086 -1.3062 -0.1390 1.7 -1.8 1.3 -0.27
H -1.0040 -2.1595 -0.7562 -0.6 0.3 -0.6 0.10
H -1.8714 0.7776 -0.3857 -0.3 0.0 0.2 0.10
H -0.0244 0.3027 -2.3266 0.7 0.3 -0.1 0.05
H -1.9553 -0.1915 -1.8706 -0.3 0.0 0.3 0.10
H -1.9746 -1.3252 6.6060 -0.5 0.1 0.1 0.02
H -2.1811 -1.6791 0.3978 -0.4 0.7 -0.2 0.09
H 4.6492 3.6203 -3.5033 -0.1 0.2 0.5 0.03
H 4.4326 3.2513 -4.9017 -0.3 0.0 -0.4 0.03
H -0.0319 1.4393 -1.1602 0.4 0.4 -0.2 0.05
H 0.5940 -1.5793 0.1891 0.5 -0.6 0.4 0.03
H -0.8522 -2.1749 6.0586 0.1 0.1 0.0 0.03
H 0.1585 -0.4045 0.9872 -0.4 0.1 0.7 0.04

***

[9]
18
Properties=species:S:1:pos:R:3:forces:R:3:lowdin_charge:R:1 method="wB97M-V/def2-TZVPD" homo_energy_ev=-9.39 orbital_gap_ev=10.05 total_charge=0 spin_multiplicity=1
O -1.0889 -2.9304 2.1379 -0.1 2.0 -2.9 -0.04
O -1.2632 2.3223 1.5368 -1.1 -0.5 -2.7 -0.13
N 0.0852 -0.3769 -2.6907 -1.7 0.1 1.5 -0.01
N 1.2725 0.9943 0.7400 -4.5 1.6 0.2 -0.01
C 1.0392 0.2135 -0.4191 1.5 -1.8 -1.2 -0.33
C -0.0678 0.4346 -1.4154 -2.1 0.0 -0.8 -0.28
H -1.0915 0.1540 -0.9891 1.2 0.6 -0.5 0.12
H 2.1526 0.9062 1.1203 2.1 -0.5 0.8 0.05
H -0.5513 -1.1684 -2.5872 0.3 0.2 -0.3 0.06
H 1.8843 0.4034 -1.0718 0.8 -0.7 0.0 0.11
H 0.9811 -0.7842 -2.8009 1.2 -0.2 0.1 0.03
H 0.9699 -0.8212 -0.0247 0.3 -0.1 -1.2 0.12
H -1.9876 2.1527 0.8278 1.8 0.5 1.9 0.08
H -1.4597 -2.1767 2.5944 0.1 -0.8 1.0 0.04
H 0.5470 0.6221 1.3607 0.8 0.8 0.7 0.08
H -0.4425 2.3401 0.9764 -0.7 0.0 0.8 0.01
H -0.1137 1.4608 -1.8051 0.0 0.1 0.7 0.10
H -0.8656 -3.7462 2.5095 0.0 -1.1 1.9 0.00

***

[10]
18
Properties=species:S:1:pos:R:3:forces:R:3:lowdin_charge:R:1 method="wB97M-V/def2-TZVPD" homo_energy_ev=-9.14 orbital_gap_ev=9.94 total_charge=0 spin_multiplicity=1
O 1.8056 1.9127 -0.5101 0.0 0.2 0.2 -0.09
O 1.1729 -0.0709 -2.4954 0.6 -0.8 0.6 -0.09
N 0.1535 -1.9225 0.1135 -0.1 0.0 -0.1 0.00
N -0.4378 1.0621 0.9279 -0.2 -0.1 0.4 -0.02
C -1.1225 -0.1799 1.3424 -0.7 0.3 0.3 -0.27
C -1.1211 -1.2376 0.2685 -0.4 -0.4 0.1 -0.30
H 1.9032 -0.6814 -2.6814 -0.3 0.2 -0.5 0.04
H -2.1568 0.0731 1.6066 -0.1 -0.2 -0.2 0.11
H 1.3556 0.0814 -1.5508 -0.3 0.7 -0.3 0.00
H -0.4778 1.7055 1.7101 0.2 0.1 0.1 0.08
H 0.9512 1.7944 -0.0414 0.5 -0.1 -0.1 -0.02
H 1.7978 2.7750 -0.9418 -0.1 -0.2 0.0 0.04
H 0.8662 -1.5533 0.7255 0.1 0.1 -0.1 0.06
H -1.4941 -0.8167 -0.6707 0.3 0.2 -0.1 0.11
H -1.8844 -1.9813 0.5178 -0.1 0.0 0.2 0.10
H -1.0452 1.4893 0.2416 -0.1 0.1 -0.3 0.08
H -0.7308 -0.5815 2.2797 0.5 0.1 -0.2 0.11
H 0.4645 -1.8682 -0.8420 0.2 0.0 -0.1 0.04

***

[11]
19
Properties=species:S:1:pos:R:3:forces:R:3:lowdin_charge:R:1 method="wB97M-V/def2-TZVPD" homo_energy_ev=-7.75 orbital_gap_ev=8.11 total_charge=0 spin_multiplicity=1
O -0.1060 2.3904 -2.4995 -0.1 1.1 -0.6 -0.07
O -1.2895 2.9555 3.0132 1.5 1.1 -0.7 -0.09
O 2.0280 0.4318 -0.5873 -0.3 -0.6 -1.0 -0.07
N -0.9304 -2.5077 0.0856 0.1 1.9 0.5 -0.09
N 0.0861 -1.6706 -1.7539 -0.4 -0.5 -0.9 0.11
C -0.5553 -2.1022 1.4974 2.1 1.6 -0.7 -0.17
C 0.1231 -2.4623 -0.6662 -4.2 2.0 0.4 -0.35
H 0.3500 -1.2429 1.5229 -2.0 -2.1 -0.5 0.10
H 0.5146 3.0396 -2.1528 0.4 -0.4 0.6 0.03
H 2.0138 1.0598 0.1192 -0.2 0.5 0.6 0.02
H 1.1333 0.4011 -0.9749 0.5 0.1 0.4 0.01
H -1.3563 -1.4298 1.9841 0.8 -2.2 -0.5 0.08
H -1.7829 3.4495 3.6762 0.1 0.1 -0.1 0.02
H -0.8734 -1.3957 -1.9497 0.4 0.2 -0.2 0.11
H -0.4853 2.9769 -3.1780 -0.4 -0.8 0.0 0.04
H -0.5597 3.5751 2.6941 -1.6 -1.2 0.8 0.07
H 0.9514 -2.8842 -0.3049 4.2 -1.1 0.8 0.08
H -0.0510 -2.9881 1.9443 -1.0 0.7 0.9 0.06
H 0.7893 -1.5962 -2.4699 0.0 -0.4 0.0 0.10

***

[12]
19
Properties=species:S:1:pos:R:3:forces:R:3:lowdin_charge:R:1 method="wB97M-V/def2-TZVPD" homo_energy_ev=-7.48 orbital_gap_ev=8.23 total_charge=0 spin_multiplicity=1
O -1.7700 -0.1941 2.8423 -1.6 -1.0 0.5 -0.09
O 6.1913 -0.9000 -3.6940 -0.2 0.7 -0.5 -0.06
O 0.3483 -2.6918 2.1610 -0.1 -0.1 0.1 -0.07
N 0.2204 0.7428 -1.4867 1.3 1.5 -0.9 0.01
N -2.7248 1.4456 0.6662 -0.1 0.6 0.6 -0.01
C -1.7309 1.6249 -0.3076 2.0 -1.7 0.0 -0.23
C -0.9466 0.6314 -0.7554 -1.3 -1.5 -0.6 -0.24
H -2.5605 0.1441 2.3840 1.0 0.7 -0.8 0.01
H 5.8984 -1.7836 -3.9158 0.2 -0.2 0.4 0.03
H 6.6888 -0.8861 -2.8767 0.0 -0.5 0.1 0.03
H -2.2816 -0.8603 3.3398 0.9 0.0 0.4 0.04
H 0.5098 1.6865 -1.7682 -0.4 -0.2 0.7 0.09
H -2.7411 2.2321 1.3076 -0.7 -0.4 -0.2 0.09
H -1.2274 -0.4270 -0.6531 0.0 0.5 0.3 0.12
H -1.1666 2.5220 -0.4226 -0.7 1.5 0.2 0.09
H 0.3045 0.2431 -2.3553 -0.4 -0.8 0.1 0.07
H 1.0267 -2.2967 2.7164 0.0 0.0 0.0 0.03
H -0.4516 -2.1919 2.3628 0.1 0.2 -0.1 0.00
H -3.5869 0.9590 0.4555 0.2 0.7 -0.2 0.09

***

| no. | E_tot (Ha) | largest force on an atom (eV/A) |
| --- | --- | --- |
| 1 | -513.7006 | 4.27 |
| 2 | -706.6433 | 1.56 |
| 3 | -383.7902 | 1.20 |
| 4 | -383.6275 | 3.11 |
| 5 | -1376.9402 | 0.51 |
| 6 | -4184.4666 | 1.44 |
| 7 | -343.3563 | 1.68 |
| 8 | -343.3405 | 2.76 |
| 9 | -343.3297 | 4.74 |
| 10 | -343.3722 | 1.15 |
| 11 | -418.5287 | 4.65 |
| 12 | -418.5705 | 2.59 |